Computed, not measured: a single C5H8FN molecule, with ωB97M-V with the def2-TZVPD basis set.

Last column: natural (NBO) charge in e.
Cartesian coordinates (Å):
C (1.006, 0.377, -1.120)  -0.265
C (-0.401, -0.358, -1.101)  -0.198
C (-0.950, -0.925, -0.056)  -0.227
C (-0.466, -1.280, 1.285)  -0.328
C (-0.148, -0.250, 2.181)  0.225
H (-0.555, 1.961, -1.031)  0.370
H (1.287, 2.355, -0.987)  0.344
H (1.366, 0.473, -0.008)  0.169
H (1.914, -0.054, -1.600)  0.215
H (-0.904, -0.749, -2.059)  0.229
H (-1.977, -1.514, -0.106)  0.197
H (-0.627, -2.350, 1.350)  0.236
H (0.350, -0.349, 3.136)  0.181
N (0.507, 1.699, -1.614)  -0.820
F (-0.400, 0.964, 1.732)  -0.328

Summary:
Structure (SMILES): NC/C=C\C=C/F

***

Computed, not measured: a molecular structure, C5H8FNO, with ωB97M-V with the def2-TZVPD basis set.

Last column: natural (NBO) charge in e.
Cartesian coordinates (Å):
C (1.548, -0.225, 0.384)  -0.064
C (0.371, -0.090, -0.575)  -0.147
C (-1.862, -0.391, 0.115)  -0.232
C (-1.613, 1.070, 0.053)  -0.290
C (-0.310, 1.217, -0.222)  0.393
H (3.590, -0.402, 0.426)  0.452
H (1.731, -1.327, 0.326)  0.160
H (1.377, -0.008, 1.355)  0.173
H (0.696, -0.319, -1.599)  0.217
H (-0.845, -1.693, -0.876)  0.357
H (-2.135, -0.522, 1.288)  0.180
H (-2.565, -0.852, -0.607)  0.192
H (-2.321, 1.791, 0.377)  0.227
N (-0.625, -1.106, -0.169)  -0.594
O (2.788, 0.367, -0.158)  -0.701
F (0.175, 2.492, -0.117)  -0.323

***

Computed, not measured: a single C5H8FNS molecule, with ωB97M-V with the def2-TZVPD basis set.

Last column: natural (NBO) charge in e.
Cartesian coordinates (Å):
C (0.978, -1.660, -0.307)  -0.625
C (0.378, -0.352, 0.174)  0.283
C (0.972, 0.903, -0.462)  -0.233
C (1.551, 1.882, 0.229)  -0.353
C (-1.162, -0.191, -0.141)  0.070
H (0.535, -2.384, 0.295)  0.228
H (0.701, -1.808, -1.380)  0.215
H (2.081, -1.692, -0.157)  0.230
H (1.153, 0.835, -1.515)  0.208
H (1.591, 1.844, 1.306)  0.212
H (2.082, 2.656, -0.268)  0.201
H (-1.401, -0.151, -1.235)  0.157
H (-4.256, 0.149, 1.141)  0.110
N (-2.083, 0.014, 0.747)  -0.507
F (0.520, -0.354, 1.553)  -0.351
S (-3.639, 0.310, 0.021)  0.156

Summary:
Structure (SMILES): C=C[C@@](C)(F)/C=N/S

***

Computed, not measured: 2 unconnected molecules or ions with the total composition C5H8IN2, with ωB97M-V with the def2-TZVPD basis set.

Last column: natural (NBO) charge in e.
Cartesian coordinates (Å):
C (-2.104, 3.051, 0.448)  -0.065
C (-1.497, 0.565, 0.095)  0.315
C (-2.290, 3.977, -0.450)  -0.291
C (1.739, -1.944, 0.353)  0.179
C (2.610, -3.065, 0.022)  -0.707
N (-1.574, 1.704, 0.175)  -0.274
N (0.996, -1.326, -0.436)  -0.703
I (-1.961, -1.300, 0.002)  0.568
H (-2.424, 2.934, 1.519)  0.257
H (-1.842, 3.932, -1.401)  0.236
H (-2.656, 4.922, -0.130)  0.250
H (1.646, -1.559, 1.357)  0.169
H (2.208, -3.911, 0.545)  0.243
H (3.729, -3.191, 0.348)  0.268
H (2.442, -3.149, -1.062)  0.218
H (0.979, -1.639, -1.385)  0.336

Summary:
Net charge: +1

***

Computed, not measured: a molecular structure, C5H8IN2O3S, with ωB97M-V with the def2-TZVPD basis set.

Last column: natural (NBO) charge in e.
Cartesian coordinates (Å):
C (0.361, -0.516, 2.986)  -0.101
C (-0.025, -0.028, 1.938)  0.085
C (-1.245, 0.479, -0.050)  0.421
C (-0.024, -1.453, -1.127)  -0.494
C (-1.070, 2.076, 1.711)  -0.414
N (-0.719, 0.736, 1.088)  -0.380
N (-0.995, -0.411, -1.052)  -0.510
O (2.301, -0.405, -0.123)  -0.879
O (1.319, 0.521, -2.160)  -0.944
O (2.482, -1.678, -2.245)  -0.893
S (1.618, -0.623, -1.352)  2.317
I (2.287, -1.546, -4.197)  0.550
H (0.827, -1.243, 3.620)  0.271
H (0.118, -2.056, -0.164)  0.275
H (-2.025, 1.157, -0.488)  0.239
H (-0.098, -2.058, -2.053)  0.275
H (-0.669, 2.871, 1.090)  0.243
H (-2.162, 2.144, 1.592)  0.224
H (-0.931, 2.193, 2.890)  0.284
H (-1.352, -0.162, -1.905)  0.430

Summary:
Net charge: +1

***

Computed, not measured: a molecular structure, C5H8IO2, with ωB97M-V with the def2-TZVPD basis set.

Last column: natural (NBO) charge in e.
Cartesian coordinates (Å):
C (-2.110, 0.624, 0.173)  0.725
C (-0.185, -0.898, 1.335)  -0.713
C (-0.334, -0.872, -1.054)  -0.706
C (1.839, 1.650, -0.324)  -0.927
C (-0.888, -0.257, 0.161)  0.358
O (-2.359, 1.809, 0.160)  -0.612
O (-2.757, -0.494, 0.254)  -0.608
I (3.240, -0.122, 0.106)  -0.238
H (0.946, -0.764, 1.063)  0.285
H (-0.352, -0.238, 2.167)  0.223
H (-0.582, -1.837, 1.382)  0.219
H (0.607, -0.430, -1.143)  0.290
H (-0.431, -1.886, -0.892)  0.217
H (-0.730, -0.450, -1.889)  0.217
H (1.597, 1.689, -1.401)  0.131
H (2.501, 2.475, -0.099)  0.140

Summary:
Net charge: -1

***

Results for max |F|: 5.62 6.22 2.33 3.57 4.80 5.16 (in eV/Å, following the order of the records).
Results for Kohn-Sham gap: 9.83 9.27 9.72 8.30 8.60 6.07 (in eV, following the order of the records).
Results for E_tot: -9517.690 -11565.958 -20355.608 -16385.026 -33361.398 -17507.621 (in eV, following the order of the records).